[1]
DFT (the ωB97M-V functional and the def2-TZVPD basis) results for one molecule with the formula C2H4N4O2 at a distorted geometry.

Output
SMILES = [H]/N=C(N=C)/N=[N+](/[O-])O
E_tot = -447.90039 a.u.
frontier orbital gap = 0.336 Eh

Element x y z (Å)
H -0.895 -2.462 0.185
N -0.238 -1.713 0.086
C -0.599 -0.527 0.106
N -1.596 0.275 0.301
C -1.921 1.451 0.003
N 0.695 0.553 -0.159
N 1.896 0.231 -0.153
O 2.836 0.965 -0.248
O 2.380 -1.089 -0.033
H -2.633 1.938 0.690
H -1.550 2.086 -0.911
H 1.626 -1.708 0.134

Atom charges from the Löwdin analysis, given in e for atoms 1 to 2:
1. H 0.075
2. N 0.139

[2]
DFT (the ωB97M-V functional and the def2-TZVPD basis) results for one molecule with the formula C2H4N4O2 at a distorted geometry.

Output
SMILES = Nn1onc/c1=N/O
E_tot = -447.90302 a.u.
frontier orbital gap = 0.333 Eh

Element x y z (Å)
N -0.091 1.777 0.203
N 0.274 0.637 -0.454
O 1.892 0.586 -0.420
N 2.285 -0.622 -0.184
C 1.260 -1.374 0.045
C 0.019 -0.732 -0.118
N -1.185 -1.184 -0.008
O -2.154 -0.259 -0.449
H -0.256 1.608 1.179
H -0.604 2.514 -0.262
H 1.485 -2.375 0.415
H -2.924 -0.575 0.054

Atom charges from the Löwdin analysis, given in e for atoms 1 to 2:
1. N 0.087
2. N -0.025

[3]
DFT (the ωB97M-V functional and the def2-TZVPD basis) results for one molecule with the formula C2H4N4O3 at a distorted geometry.

Output
E_tot = -523.17892 a.u.
frontier orbital gap (alpha / beta) = 0.308 / 0.308 Eh

Element x y z (Å)
C 1.258 0.829 -0.251
C -0.365 -0.977 -0.300
N 0.937 -0.498 -0.434
N 0.044 1.577 -0.046
N -1.058 1.049 -0.555
N -0.863 -1.111 1.019
O 2.355 1.287 -0.249
O -1.871 -1.767 1.184
O -0.272 -0.478 1.881
H -0.848 -1.551 -1.073
H 1.722 -1.125 -0.556
H -0.069 1.795 0.949
H -0.971 0.972 -1.570

Atom charges from the Löwdin analysis, given in e for atoms 1 to 2:
1. C -0.505
2. C -0.081

[4]
DFT (the ωB97M-V functional and the def2-TZVPD basis) results for a 2-piece molecular cluster, C2H4N4OS overall at a distorted geometry.

Output
multiplicity = 3
⟨S²⟩ = 2.012
E_tot = -770.84429 a.u.
frontier orbital gap (alpha / beta) = 0.283 / 0.234 Eh

Element x y z (Å)
C 0.635 -0.280 -0.370
C -0.752 0.139 -0.548
N 1.445 0.492 -1.005
N -0.555 1.253 -1.359
N 0.759 1.417 -1.645
N -0.003 -1.857 2.430
O -1.810 -0.139 -0.025
S 0.953 -2.191 1.198
H -1.351 1.695 -1.846
H 1.141 2.321 -2.008
H 0.483 -1.174 2.979
H -0.944 -1.677 2.201

Atom charges from the Löwdin analysis, given in e for atoms 1 to 2:
1. C -0.183
2. C -0.527

[5]
DFT (the ωB97M-V functional and the def2-TZVPD basis) results for C2H4N4S as an isolated structure at a distorted geometry.

Output
E_tot = -695.63584 a.u.
frontier orbital gap = 0.270 Eh

Element x y z (Å)
C -1.194 0.279 -1.126
C 0.106 0.017 -0.726
N -2.306 0.482 -0.308
N -2.043 0.557 0.888
N 0.593 -0.548 0.387
N 1.850 -0.395 0.928
S -1.033 -0.140 1.852
H -1.322 0.722 -2.120
H 0.789 0.230 -1.633
H 2.036 -1.266 1.504
H 2.524 0.061 0.353

Atom charges from the Löwdin analysis, given in e for atoms 1 to 2:
1. C -0.182
2. C -0.216

[6]
DFT (the ωB97M-V functional and the def2-TZVPD basis) results for one molecule with the formula C2H4N4S at a distorted geometry.

Output
SMILES = Nc1cnnn1S
E_tot = -695.76134 a.u.
frontier orbital gap = 0.359 Eh

Element x y z (Å)
N 0.096 2.028 -0.112
C 0.612 0.731 0.043
C 1.881 0.200 0.046
N 1.718 -1.170 -0.044
N 0.460 -1.495 -0.048
N -0.194 -0.330 0.082
S -1.918 -0.263 -0.088
H 0.762 2.658 -0.510
H -0.260 2.427 0.790
H 2.870 0.657 0.252
H -2.196 -0.350 1.205

Atom charges from the Löwdin analysis, given in e for atoms 1 to 2:
1. N 0.079
2. C -0.442

[7]
DFT (the ωB97M-V functional and the def2-TZVPD basis) results for a 2-piece molecular cluster, C2H4N4S overall at a distorted geometry.

Output
E_tot = -695.65812 a.u.
frontier orbital gap (alpha / beta) = 0.213 / 0.210 Eh

Element x y z (Å)
C -0.647 -1.243 -1.448
C 0.738 0.044 0.153
N -0.864 -1.487 -2.571
N 1.562 -0.322 1.056
N 0.674 1.312 -0.375
N -0.238 -0.909 -0.303
S -1.964 0.651 1.176
H 1.462 -1.281 1.444
H 1.006 2.072 0.121
H 0.109 1.599 -1.118
H -1.839 -0.434 1.866

Atom charges from the Löwdin analysis, given in e for atoms 1 to 2:
1. C -0.395
2. C -0.630

[8]
DFT (the ωB97M-V functional and the def2-TZVPD basis) results for one molecule with the formula C2H4N4S at a distorted geometry.

Output
multiplicity = 3
⟨S²⟩ = 2.025
E_tot = -695.57691 a.u.
frontier orbital gap (alpha / beta) = 0.244 / 0.240 Eh

Element x y z (Å)
C -0.600 -1.730 -0.110
C 0.205 0.601 1.201
N -1.245 -1.214 0.833
N -0.892 -0.255 1.643
N 0.607 0.431 -0.088
N 0.429 1.434 -0.979
S 1.077 -1.283 -0.496
H -1.022 -2.538 -0.747
H 0.475 1.430 1.876
H 1.269 1.650 -1.487
H -0.303 1.475 -1.644

Atom charges from the Löwdin analysis, given in e for atoms 1 to 2:
1. C -0.510
2. C -0.211

[9]
DFT (the ωB97M-V functional and the def2-TZVPD basis) results for an isolated ion of composition C2H4N5O3 and charge +1 at a distorted geometry.

Output
net charge = +1
E_tot = -577.36197 a.u.
frontier orbital gap (alpha / beta) = 0.313 / 0.262 Eh

Element x y z (Å)
C -0.046 -1.298 2.154
C -0.257 1.175 -0.661
N -0.034 -0.310 1.434
N 0.897 1.253 2.613
N -0.129 -1.555 3.378
N 0.417 1.028 1.581
N -0.602 -2.810 4.118
O -0.336 -3.775 3.476
O -1.093 -2.605 5.129
O 0.130 1.776 0.596
H -0.146 -2.199 1.387
H 0.605 0.675 -1.042
H -0.337 2.062 -1.226
H -1.121 0.605 -0.759

Atom charges from the Löwdin analysis, given in e for atoms 1 to 2:
1. C -0.267
2. C 0.035

[10]
DFT (the ωB97M-V functional and the def2-TZVPD basis) results for a 2-piece molecular cluster, C2H4N5O4 overall at a distorted geometry.

Output
net charge = -1
E_tot = -653.15247 a.u.
frontier orbital gap = 0.270 Eh

Element x y z (Å)
C 1.482 0.420 0.521
C 1.328 -0.001 -0.666
N 0.543 0.559 1.529
N -1.452 -1.165 -0.901
N -1.830 -1.257 -2.073
N -1.253 0.060 -0.458
N 0.938 0.809 2.734
O -1.984 -0.283 -2.881
O 2.135 0.707 3.130
O 0.029 1.148 3.501
O 1.457 -0.312 -1.784
H 2.428 0.770 0.766
H -1.163 0.655 -1.314
H -0.587 0.126 0.304
H -2.071 -2.237 -2.409

Atom charges from the Löwdin analysis, given in e for atoms 1 to 2:
1. C -0.168
2. C -0.259

[11]
DFT (the ωB97M-V functional and the def2-TZVPD basis) results for a 2-piece molecular cluster, C2H4NO overall at a distorted geometry.

Output
net charge = +1
E_tot = -207.99595 a.u.
frontier orbital gap (alpha / beta) = 0.328 / 0.306 Eh

Element x y z (Å)
C 0.386 0.644 -0.327
C 0.288 -0.828 -0.052
N -0.809 0.079 -0.028
O -1.946 0.210 0.206
H 0.465 1.914 1.263
H 0.861 1.187 -1.088
H 0.278 -1.760 -0.811
H 0.477 -1.447 0.836

Atom charges from the Löwdin analysis, given in e for atoms 1 to 2:
1. C 0.083
2. C 0.007

[12]
DFT (the ωB97M-V functional and the def2-TZVPD basis) results for a 2-piece molecular cluster, C2H4NO2 overall at a distorted geometry.

Output
net charge = -1
E_tot = -283.85344 a.u.
frontier orbital gap = 0.253 Eh

Element x y z (Å)
C -1.546 0.487 -2.271
C -0.093 0.129 0.233
N 0.309 0.477 -1.088
O -1.475 1.403 -3.021
O -2.169 -0.447 -1.879
H 0.777 -0.083 0.898
H -0.628 0.981 0.668
H -0.766 -0.754 0.309
H 0.720 -0.352 -1.534

Atom charges from the Löwdin analysis, given in e for atoms 1 to 2:
1. C -0.591
2. C -0.380

[13]
DFT (the ωB97M-V functional and the def2-TZVPD basis) results for a 2-piece molecular cluster, C2H4NO2 overall at a distorted geometry.

Output
net charge = -1
E_tot = -283.64668 a.u.
frontier orbital gap (alpha / beta) = 0.224 / 0.224 Eh

Element x y z (Å)
C -0.782 -0.887 -0.269
C 0.054 0.453 -0.254
N -1.191 0.465 -0.671
O -2.235 1.148 -0.419
O 1.182 0.948 -0.846
H -0.731 -1.619 -1.110
H -0.923 -1.320 0.767
H 0.128 0.811 1.415
H 0.949 1.941 -0.884

Atom charges from the Löwdin analysis, given in e for atoms 1 to 2:
1. C -0.106
2. C -0.529

[14]
DFT (the ωB97M-V functional and the def2-TZVPD basis) results for an isolated ion of composition C2H4NO2 and charge +1 at a distorted geometry.

Output
net charge = +1
E_tot = -283.41730 a.u.
frontier orbital gap = 0.393 Eh

Element x y z (Å)
C -1.042 0.086 -0.249
C 0.267 -0.337 0.047
N -3.349 0.144 -0.426
O -4.274 0.009 0.215
O -2.091 -0.328 0.346
H -1.396 0.603 -1.140
H 0.141 -0.757 1.023
H 1.129 0.390 -0.209
H 0.511 -1.009 -0.852

Atom charges from the Löwdin analysis, given in e for atoms 1 to 2:
1. C -0.094
2. C 0.028

[15]
DFT (the ωB97M-V functional and the def2-TZVPD basis) results for C2H4NO2 as an isolated structure at a distorted geometry.

Output
net charge = +1
E_tot = -283.45698 a.u.
frontier orbital gap = 0.415 Eh

Element x y z (Å)
C 1.436 0.268 -0.016
C -0.519 -0.013 -0.131
N -1.755 -0.377 -0.008
O 0.868 -1.022 -0.181
O 0.207 1.023 -0.148
H 2.283 0.696 -0.701
H 1.917 0.309 1.100
H -2.013 -1.367 -0.075
H -2.424 0.483 0.159

Atom charges from the Löwdin analysis, given in e for atoms 1 to 2:
1. C -0.146
2. C -0.170

[16]
DFT (the ωB97M-V functional and the def2-TZVPD basis) results for one molecule with the formula C2H4NO2P at a distorted geometry.

Output
SMILES = O=C1COPN1
E_tot = -625.16552 a.u.
frontier orbital gap = 0.348 Eh

Element x y z (Å)
O 0.646 0.449 2.053
C 0.338 0.183 0.926
C 1.148 -0.230 -0.227
O 0.099 0.129 -1.578
P -1.397 0.397 -1.060
N -0.973 0.184 0.597
H 2.057 0.406 -0.519
H 1.290 -1.287 -0.279
H -1.808 -0.888 -1.206
H -1.400 0.657 1.294

Atom charges from the Löwdin analysis, given in e for atoms 1 to 2:
1. O 0.091
2. C -0.605

[17]
DFT (the ωB97M-V functional and the def2-TZVPD basis) results for a 2-piece molecular cluster, C2H4NO2S overall at a distorted geometry.

Output
net charge = -1
E_tot = -682.02012 a.u.
frontier orbital gap (alpha / beta) = 0.247 / 0.247 Eh

Element x y z (Å)
C -0.723 -0.830 0.396
C 0.670 -0.826 -0.003
N -1.587 -1.125 -0.554
O -0.142 2.469 0.276
O 2.222 2.112 -0.396
S 0.809 1.783 -0.610
H -0.937 -0.380 1.393
H 1.460 -0.932 0.725
H 0.760 -1.394 -0.904
H -2.532 -0.876 -0.321

Atom charges from the Löwdin analysis, given in e for atoms 1 to 2:
1. C -0.448
2. C -0.213

[18]
DFT (the ωB97M-V functional and the def2-TZVPD basis) results for a 2-piece molecular cluster, C2H4NO3 overall at a distorted geometry.

Output
net charge = -1
E_tot = -359.16860 a.u.
frontier orbital gap = 0.330 Eh

Element x y z (Å)
C 0.253 1.809 -1.352
N -0.244 0.718 -0.782
O 0.395 2.084 -2.542
H 0.684 2.504 -0.610
H 0.059 0.334 0.184
H -0.696 -0.042 -1.271
O -0.295 -2.599 1.921
C 0.000 -1.611 1.251
O -0.091 -0.394 1.617
H 0.390 -1.810 0.228

Atom charges from the Löwdin analysis, given in e for atoms 1 to 2:
1. C -0.476
2. N 0.104

[19]
DFT (the ωB97M-V functional and the def2-TZVPD basis) results for a 2-piece molecular cluster, C2H4NO3 overall at a distorted geometry.

Output
multiplicity = 2
⟨S²⟩ = 0.756
E_tot = -358.98790 a.u.
frontier orbital gap (alpha / beta) = 0.369 / 0.186 Eh

Element x y z (Å)
C 1.310 -0.097 -1.220
N 1.116 0.527 -0.039
O 1.583 0.537 -2.204
H 1.211 -1.212 -1.127
H 0.340 0.248 0.553
H 1.306 1.530 -0.147
O -0.683 0.041 1.766
C -1.678 -0.361 1.062
O -2.317 0.188 0.132
H -2.188 -1.401 1.224

Atom charges from the Löwdin analysis, given in e for atoms 1 to 2:
1. C -0.448
2. N 0.105

[20]
DFT (the ωB97M-V functional and the def2-TZVPD basis) results for C2H4NOP as an isolated structure at a distorted geometry.

Output
E_tot = -549.87505 a.u.
frontier orbital gap = 0.355 Eh

Element x y z (Å)
C -1.259 0.419 0.445
C 0.964 -0.677 0.068
N -1.218 0.490 -0.861
O -0.360 -0.056 1.210
P 0.269 -0.013 -1.593
H -2.172 0.530 0.930
H 1.773 -0.184 0.586
H 0.907 -1.647 0.452
H 1.097 1.138 -1.237

Atom charges from the Löwdin analysis, given in e for atoms 1 to 2:
1. C -0.446
2. C -0.154

It is found that the energy above the lowest of the compared OMol25 structures with the same formula, charge and spin values, taken in the order of the records, are 5.4974 5.4258 1.5858 0.2280 5.3357 1.9207 4.7295 1.8709 6.5213 0.0000 7.4744 1.5666 7.1929 3.7786 2.6989 1.7891 1.8501 0.3338 0.5283 1.7835 eV.